1.
123
Properties=species:S:1:pos:R:3 method="wB97M-V/def2-TZVPD" charge=-1 multiplicity=1
H 0.6494 3.5186 -1.6203
H -7.2686 -10.1194 1.3798
H -7.8852 -11.4045 -2.6688
H 6.4894 0.7234 -4.4251
C 5.9036 2.7807 -4.7179
C -5.3275 0.5129 -1.2531
H -5.7620 4.5671 -1.4412
H 5.9473 4.0971 -6.4206
H 4.7185 2.8476 -6.5387
H 1.5617 1.1856 2.6781
H -3.8040 -4.2552 -2.0229
C -1.5983 -0.6447 -0.9632
C -3.0260 -0.3576 -0.5269
H 4.3663 1.3625 -0.2467
C 1.6464 3.5730 -1.1538
H 6.3652 0.8346 7.4902
C 5.1895 3.5538 -5.8527
H 1.8335 4.6349 -0.9902
C 5.3897 1.2885 7.6031
C 4.6077 1.5520 6.4859
H -4.7235 4.9056 -0.0460
H -6.4483 4.6533 0.1813
C -6.6052 -8.8274 -0.2005
C -7.5306 -10.6906 -1.9380
H 2.6679 0.3208 -4.3914
C -5.6365 -5.3505 -1.7444
H -5.4193 2.4007 -2.3180
H 4.6128 -0.1639 -3.3731
H -0.4741 -0.6836 0.8709
H -0.3187 2.4063 2.8345
H 4.1450 5.4860 -5.9870
C 1.4077 -2.6733 0.5450
H -5.8681 2.4713 0.6797
H -8.1253 -11.8371 -0.2198
H 1.9454 -0.3202 1.2709
H -6.8049 -9.2895 -3.4008
H 2.7637 -0.1161 -0.2778
H 1.1718 1.8265 -3.1766
H 4.9649 1.3213 5.4889
H -6.9014 1.9792 -1.4397
C 3.6398 2.2099 8.9348
C 1.3325 2.7249 4.1907
N -6.4716 -8.5855 -1.5030
H 5.5226 1.5686 1.0600
H -1.0892 0.2939 -1.2045
H -3.5433 -1.2855 -0.2726
H 5.4758 1.4392 9.7466
H 2.1603 0.8740 -2.0461
H -4.2696 2.6206 -0.0670
N -5.1189 -3.1719 -0.8832
C 2.8322 -2.1210 0.4833
H -5.5003 0.2081 -0.2167
H 1.4134 1.7494 -0.0261
H 3.6174 2.8811 -1.6994
C -6.8888 -5.3044 -1.1527
C 4.5351 0.9171 -3.5348
C 2.9380 2.4273 7.7575
H 3.2394 -2.3241 -0.5136
C 4.9317 3.3568 3.1907
H -8.2113 -4.0980 0.0492
C -6.3254 -3.1422 -0.3244
H 3.2125 2.4919 9.8880
Cl -1.3021 3.4206 4.7204
H -3.0496 0.2991 0.3506
H -5.9440 -0.1246 -1.8910
H -6.2242 -8.0573 0.4625
H 3.1235 4.1690 -5.4274
C 4.4659 1.3786 0.8467
H -5.3227 -6.2138 -2.3127
H 4.3083 4.8632 -4.3479
H -1.3950 -2.1554 0.5659
H -3.7785 -0.2773 -2.5377
H 4.7998 1.3801 -2.5834
H 6.7088 3.6658 4.5797
H 4.0477 -0.0804 2.4387
C 2.1834 1.6815 -2.7827
H 1.0085 -1.2711 -1.0885
C -7.2437 -4.1768 -0.4284
H 4.9268 -0.7278 1.0733
C -7.1890 -9.9766 0.3109
C 4.1357 4.5759 -5.3861
C -5.8079 1.9674 -1.3925
C 0.0323 3.1695 3.5269
C 4.1134 -0.0396 1.3487
H 6.9773 2.8559 -4.9114
C 5.8947 3.4212 3.9356
H 1.9512 2.8808 7.7767
C 5.5676 1.2808 -4.6062
C -5.3343 2.8190 -0.2067
N 3.4016 2.1101 6.5525
C -6.9289 -9.5097 -2.3459
H 3.0760 1.9805 -4.7375
H 0.1544 -2.7960 -1.2151
H 0.1454 4.1072 2.9895
C 4.8941 1.6262 8.8520
C -5.5798 4.3281 -0.3929
C -4.7942 -4.2603 -1.5790
H -7.5733 -6.1355 -1.2561
Cl 4.4713 4.7909 0.2715
H -6.5648 -2.2418 0.2323
C 3.0790 1.2293 -3.9400
C 2.8364 -0.5909 0.7007
H 1.0682 2.1172 5.0594
Nb 3.2698 3.1406 1.6477
C 2.6370 3.0019 -2.1606
H 2.3960 4.5957 2.4038
C 1.5961 2.8090 0.1870
H 1.8827 3.5939 4.5436
H 0.6988 3.1548 0.7216
H 2.7679 3.7232 -2.9740
H 3.4878 -2.6131 1.2053
H 1.0176 -2.5004 1.5529
H -1.6323 -1.2531 -1.8748
H 5.7442 3.2818 -3.7607
H -3.4002 1.2972 -1.8606
C 0.4807 -2.0290 -0.5046
C -3.8451 0.3239 -1.6265
C -0.7734 -1.3902 0.0894
H 1.4042 -3.7574 0.3943
H 2.9700 1.4104 3.7445
C 2.1867 1.9283 3.1848
C -7.6623 -10.9270 -0.5791
H 5.1828 0.9267 -5.5696


2.
162
Properties=species:S:1:pos:R:3 method="wB97M-V/def2-TZVPD" multiplicity=1
H 1.8987 -4.0095 -0.0077
Cl -4.1769 3.4181 5.2844
C 4.4721 -4.9735 4.7410
Cl -0.8561 0.8162 -3.9377
Cl 0.3923 10.8990 0.1615
H -5.4742 8.1318 -1.6058
Cl 11.1936 -8.2470 2.1544
Cl 6.7849 -2.6054 -3.6292
H -12.4914 -2.5348 -4.6243
C 3.2213 -1.3806 -2.8192
H 7.8291 -0.5166 -3.3894
H -0.6256 -4.2500 1.2544
H 0.8669 -2.6254 5.4043
C 1.1422 10.3386 -3.3524
H 1.6898 1.2321 3.3369
C 7.2682 -0.9974 -4.1816
H 0.8016 3.0015 -0.4306
H 5.3746 -10.4673 0.4722
C -0.1523 -3.5536 -0.4360
Cl 3.9821 -2.4133 0.5373
H -6.0055 2.8094 6.6226
C 1.1880 -1.6204 5.1600
H -5.3928 -2.9382 0.8599
H -0.8941 4.6417 2.1355
Cl 8.2807 -1.0704 -5.6282
H 5.0249 -5.5643 5.4611
O -3.4938 -2.5169 -1.8296
Cl -2.4112 5.9792 7.1830
C -3.8623 0.6168 -0.6207
H 1.5329 8.7615 1.5346
C 2.1979 -0.4040 -2.2919
H 1.8005 -1.7795 -0.7546
H 0.8031 -5.4149 -0.1409
H -2.7679 6.3342 9.4762
H 2.3203 -10.4115 3.1772
Cl 0.3922 -2.5179 -6.0351
H -2.4930 3.3079 -0.4397
H 3.9263 1.0970 2.9831
Cl 6.7914 -10.3160 -1.3992
O -4.5838 1.5576 -0.7561
C 1.6357 7.8310 2.0825
Cl 12.5926 -5.7060 1.7432
H 2.6515 7.7168 2.4411
H -3.9913 1.6822 2.1038
H -0.6239 -3.0696 -8.0809
C -1.9481 4.3857 2.1923
H 0.2777 -2.5642 -2.3234
H -9.1137 -1.5460 -4.6512
N -4.3118 -0.7310 -0.6022
C -2.0445 -0.7555 -0.9531
H -4.9167 9.5290 -0.6549
H 7.6812 -7.9357 -0.4732
Cl -9.1883 -2.3492 -2.4409
C -0.4843 -2.5752 -1.5438
H 0.2390 2.4736 1.9725
C 1.8619 1.1307 2.2717
C -1.3988 1.4690 -0.2086
Cl -7.1154 0.3181 0.9888
Cl 1.2530 6.5004 0.9820
Cl 0.5421 7.8726 3.4688
Cl -0.2415 -0.6449 4.8042
H -0.6568 8.7865 0.2150
H 1.4090 0.2075 1.9222
H -1.7646 10.0804 -0.2934
Cl 6.7308 -2.9969 -0.2501
C -0.9823 9.8047 0.4028
H -0.6245 4.1069 -3.2824
C -3.3545 5.9050 8.6732
H 6.3749 -0.4286 -4.4113
H 1.1118 -2.7197 -8.2648
H 3.7312 1.9008 1.4566
H 4.1482 -1.3906 -2.2505
Cl 4.0675 -10.9811 4.6408
C -0.7319 -1.1656 -1.0503
C -5.6909 -1.0063 -0.9334
H -1.6356 2.2938 2.3732
C 11.0419 -6.4863 2.0777
C -2.3711 0.5267 -0.5448
C 1.0409 2.0433 0.0262
H -11.5757 -1.2026 -3.8804
Cl 0.5286 11.3394 -4.6748
C -0.0621 1.0657 -0.3021
H 1.4708 10.9877 -2.5489
C -8.3703 -1.9307 -3.9585
H 1.7126 -1.1775 5.9982
H 1.3282 -0.4527 -2.9440
H 1.3576 -4.5471 -1.5826
H -2.3749 4.5930 3.1684
H 2.8178 -2.3856 -2.9159
C 5.7901 -11.1838 -0.2251
Cl -7.1186 -0.7068 -3.7176
C -2.2257 2.9455 1.7290
H 0.3108 5.4564 -3.9710
H 10.3484 -6.2369 1.2861
C -0.1404 5.0541 -3.0722
H -6.5460 -2.4424 2.0924
Cl 4.3816 -5.8823 3.2256
Cl -10.9531 -1.5729 -6.1218
C 5.0883 -3.6167 -0.1432
H -6.4228 2.8588 4.8915
C 0.2791 -0.2488 -0.7087
H -4.2693 6.4671 8.5307
H 4.9728 -4.0292 4.5592
H 2.6892 -9.1032 4.3276
C 0.1876 -2.4141 -7.7901
H 5.0875 -4.4934 0.4941
H -0.8771 3.4817 0.1666
H 4.9978 -11.6916 -0.7615
C -3.3149 -1.4949 -1.2206
C -5.8553 -2.0780 1.3371
Cl 4.0859 -9.0461 2.4430
Cl -5.4730 0.8030 5.5190
H 3.4806 -1.0697 -3.8320
Cl -1.3561 6.1917 -2.4776
C 3.1085 -9.8588 3.6734
C -0.0358 1.1254 -5.4708
H -6.1541 -0.2083 -1.5035
C -4.6096 8.6512 -1.2109
H 3.6439 0.1380 1.5190
H -0.7616 1.4851 -6.1896
H -7.4352 -1.8120 -0.0350
Cl 1.2443 2.3377 -5.2979
F 2.7235 0.8764 -2.3962
C 1.0610 -4.4401 -0.5404
H -7.9077 -2.8252 -4.3588
H 1.9839 1.7394 -0.3968
Cl 2.2956 -1.7043 3.7847
C -6.5791 -1.2361 0.2986
H -3.9856 3.2930 2.8612
Cl 1.1320 4.7729 -1.8753
H 1.8309 3.1926 1.6317
C -5.6803 2.5555 5.6206
H -1.3833 -2.9496 -2.0191
Cl 2.8653 -4.6502 5.3991
H 0.4066 0.2018 -5.8140
H -5.1048 -1.4592 1.8179
Cl -3.5940 9.1672 -2.5664
H 6.9887 -7.9302 1.1627
H 1.9686 9.7439 -3.7220
C -3.7304 2.7259 1.9710
C 1.2196 2.2964 1.5351
Cl -3.7487 7.5610 -0.1180
Cl -1.6075 9.9064 2.0516
C -12.1000 -1.5354 -4.7685
Cl 5.4548 -7.1927 -0.4692
Cl 6.7201 -12.3792 0.6814
Cl -3.7781 4.2436 9.1102
Cl 7.8529 -5.8270 0.5544
Cl -13.4447 -0.4370 -5.0808
H 4.7457 -3.8741 -1.1403
H -2.4649 5.0454 1.4892
H 10.6710 -6.1282 3.0305
N -0.9365 -3.5711 0.5601
C 3.3906 1.0476 2.0405
Cl -0.0941 9.2515 -2.7187
C 7.0728 -7.3853 0.2289
H -5.7913 -1.9001 -1.5371
C -1.7748 2.8705 0.2486
Cl -0.2002 -0.7707 -8.3213
H -4.2655 3.1870 1.1532
C 1.7180 -0.7116 -0.8543
H 2.3941 -0.1920 -0.1939


3.
146
Properties=species:S:1:pos:R:3 method="wB97M-V/def2-TZVPD" charge=+1 multiplicity=1
O -2.6895 -4.3497 4.6879
C -1.2107 6.1014 0.8456
H -1.1946 5.3062 -0.0003
H 5.0284 0.0608 2.1766
C 4.3125 0.1694 -1.4999
H 3.2094 5.0598 -1.5215
H 0.6375 -2.3253 5.6229
H -6.0191 -5.4446 7.1404
O -3.1786 -0.7380 0.5349
C 5.1825 0.3082 1.0588
P 1.3132 -1.7142 3.5956
C 0.4823 -0.4494 1.2563
H -6.5155 -2.1890 1.8902
H -3.0873 5.0250 3.1267
S -8.3925 -4.0223 5.6678
H 5.1534 -2.8440 -4.5000
H -2.5688 7.9843 1.0663
C -7.0593 -5.7874 7.1435
H -5.3785 1.1875 2.9166
H -7.1016 -3.0075 7.3622
H -3.3951 1.4982 3.7540
C 6.7318 1.3934 -0.9122
H 1.5493 -1.6294 -5.9022
O 3.3329 7.3114 0.0013
H 4.2420 -2.2958 -7.2035
C -1.0522 5.4038 2.2983
H 2.9525 -1.1728 -12.4120
C -0.4012 0.8202 1.6712
C 6.4680 1.0546 0.6091
H -1.3912 -1.4992 5.0156
O 2.1321 5.6271 1.4551
C -3.6058 -3.5283 4.3360
O 2.9533 -0.8399 0.5594
H -2.7147 4.1242 1.5453
C -0.3457 2.5335 0.1479
H -6.8829 -5.7310 4.9691
H -0.9008 0.7566 3.8490
B -3.4290 -0.8560 1.9869
C -0.0077 -0.8926 -0.2371
O 2.4980 -0.9474 -3.5409
H 2.2244 -2.6665 -10.6144
H 5.2878 -3.0947 -12.8499
H 3.4868 -1.7013 4.0406
H -1.1021 6.1974 3.1364
H 0.3344 1.6418 2.0421
C 0.6178 -0.4186 -1.4446
C -1.8702 3.1192 3.4723
H 3.5445 -0.1563 -2.2980
C -7.6510 -5.6490 5.7396
C 3.2154 -2.8202 -11.0418
H 5.3479 6.7144 1.5495
H -3.0516 5.7762 -1.2283
H -3.4515 -2.2141 6.1169
H -2.5461 -0.0772 4.9786
H -8.8469 -2.9556 7.7543
H -3.8667 7.4764 -1.1941
H 2.4473 0.4582 2.1320
C 4.0626 -2.8711 -4.4708
H 2.5263 -4.0695 -5.4038
H 2.6569 -0.4937 -6.7315
C 3.4880 -3.6201 -5.6742
N -1.0528 1.4539 0.4382
C -5.5681 0.4412 2.0497
S 4.4470 -2.0219 -10.0277
H 4.1511 -4.4296 -5.9877
H 5.5819 5.4308 -1.0470
O 4.5909 -0.3157 -4.8246
C -2.6314 1.7722 2.9345
O 5.1090 -3.0242 -9.2215
H -7.0595 -6.8297 7.4700
N 0.7354 -2.7316 1.2214
C 3.5929 4.7562 -0.5475
S 3.4639 -1.1901 -4.5961
H -1.5522 -2.5317 1.4497
H 6.5209 -1.9528 -11.2013
C -2.9211 6.8836 -0.9402
H -5.8221 -1.2240 0.4822
H 3.7266 -3.3056 -3.5282
H -0.9121 -1.5813 -0.4217
O 0.8182 -2.8394 4.7884
C 4.0808 -0.1371 0.0073
H 5.1330 -1.4671 -13.5101
H -7.4017 -4.7768 9.0502
O 3.8646 -0.8301 -9.4523
C 2.5928 -1.4053 -6.1370
S 3.2657 6.0270 0.6589
C -2.3640 -1.1245 4.5097
H 6.5842 4.7173 1.0817
H 0.5300 -1.0191 -2.4206
H -4.8258 -2.7222 1.1418
H -3.0964 2.0567 1.9344
C -8.0388 -3.5692 7.3565
C 3.2759 -2.5978 -6.7919
C -5.5228 -1.8542 1.4105
H -8.8675 -5.3537 8.2443
C -2.1151 -0.8947 2.9447
N -4.8740 -0.8578 2.3781
C 5.6432 0.9205 -1.9258
H 7.2069 1.3589 1.4357
C 1.9949 0.0659 1.1454
H 5.7969 1.1316 -3.0374
H 5.5748 -0.4486 -11.3887
H -3.0501 -1.6363 0.1469
H -1.2283 -2.9001 3.2140
H -0.3502 6.8277 0.5951
H 2.8847 -2.7600 -13.1912
H -3.5065 6.3775 1.1512
H 4.5082 5.5791 2.6443
C 4.7654 5.7930 1.6060
O -4.5959 -4.0398 3.4617
C 5.1071 4.5950 -0.5222
H -0.0350 4.8554 2.2755
H 5.4198 3.6688 -1.0088
O -7.6110 -3.1801 4.7844
C -7.8845 -4.9011 8.0786
H -5.0793 0.9403 1.1195
H 7.6856 1.9599 -1.1975
C 0.8910 -3.8937 1.7808
H -2.1906 3.2720 4.5620
O -9.8206 -4.1742 5.5241
C 3.3840 -2.1792 -12.4129
O 0.6008 3.2987 -0.1739
H -8.4362 -6.3860 5.5618
C 5.5031 4.6218 0.9546
C -3.5476 -2.0666 4.9681
H -6.6974 0.3409 1.9086
O 1.3751 -0.3453 4.3338
H -2.0007 7.2823 -1.5214
C 5.5259 -1.5389 -11.3702
H 5.1984 3.6834 1.4302
H 1.9591 0.9986 0.4493
H -4.6032 -1.6005 4.8351
H 2.6747 -3.0065 -7.6063
C -2.5981 6.9101 0.6646
C -2.2823 4.3897 2.5816
O 2.9668 -2.0895 3.2843
H -5.4474 -3.5406 3.5209
C -1.4802 0.6294 2.8485
H 3.0944 3.8428 -0.2147
H 3.4501 -3.8867 -11.0745
S 0.7863 -5.4341 2.4181
C -1.1372 -2.0528 2.4210
H 1.1681 0.5807 -1.4878
C 4.8932 -2.0935 -12.6479
N 0.2987 -1.7043 2.1345
H -0.7258 2.9455 3.4729


Number 1: molar mass 807.901 g mol⁻¹, HOMO level -4.661 eV. Number 2: molar mass 2064.753 g mol⁻¹, HOMO level -8.718 eV. Number 3: molar mass 1118.217 g mol⁻¹, HOMO level -10.505 eV.